DFT (ωB97M-V with the def2-TZVPD basis set) results for C14H25BN6SiZn as an isolated structure.

Structure (XYZ):
```
48
Properties=species:S:1:pos:R:3:forces:R:3:nbo_charge:R:1
H 0.884 3.556 -0.041 0.146 -0.350 -0.097 0.22
N 0.718 1.901 -1.383 -0.246 1.332 -0.983 -0.46
B 0.335 0.450 -3.426 -0.405 -0.120 1.431 0.56
N 0.677 1.827 -2.771 0.734 0.108 1.259 -0.32
C 0.910 3.052 -3.288 -0.004 -0.221 0.681 0.01
Zn 0.741 0.301 -0.111 -0.485 0.232 -0.407 1.58
H 0.980 3.206 -4.355 -0.108 -0.068 0.111 0.23
C 1.057 3.949 -2.238 -0.136 -0.235 0.242 -0.36
H 1.282 4.997 -2.274 -0.090 0.131 -0.187 0.23
C 0.892 3.193 -1.061 0.205 -0.493 -1.313 -0.01
H 0.302 0.501 -4.616 0.054 0.006 -0.080 -0.03
C -1.715 -2.514 1.747 -0.079 -0.115 -0.559 -0.86
H -1.867 -3.567 2.006 -0.082 0.244 -0.031 0.22
H -0.657 -2.394 1.467 -0.349 0.168 0.251 0.21
H -2.328 -2.259 0.861 0.277 -0.212 0.516 0.21
N -1.051 0.060 -2.819 -0.325 -0.133 0.418 -0.33
N 1.297 -0.665 -2.909 0.847 -0.221 1.206 -0.32
N -1.259 -0.046 -1.464 -0.549 -0.051 -0.262 -0.38
N 1.457 -0.907 -1.552 0.215 -0.774 -1.108 -0.47
C -2.186 -0.193 -3.501 0.056 -0.051 0.871 -0.01
C 2.027 -1.558 -3.602 -0.151 0.149 0.890 0.01
H -2.152 -0.178 -4.582 -0.232 0.017 0.181 0.22
H 2.006 -1.509 -4.675 0.167 -0.141 -0.114 0.23
C -3.187 -0.458 -2.571 0.410 0.095 0.069 -0.36
C 2.663 -2.405 -2.699 -0.380 0.175 0.166 -0.36
C -2.557 -0.346 -1.308 0.213 0.080 -1.141 -0.04
C 2.249 -1.982 -1.422 -0.161 0.722 -1.279 -0.01
H -4.215 -0.702 -2.765 -0.062 0.002 -0.026 0.23
H 3.323 -3.216 -2.908 0.149 -0.278 -0.182 0.23
H -3.038 -0.466 -0.341 0.434 0.070 -0.159 0.21
H 2.494 -2.404 -0.454 -0.052 0.264 -0.129 0.22
H -2.004 -1.878 2.591 0.237 -0.114 -0.209 0.21
C -0.579 1.275 3.654 0.277 0.059 -0.110 -1.11
Si 1.127 0.515 3.361 0.139 -0.120 0.011 1.65
C 2.367 1.526 4.383 -0.011 0.035 0.001 -1.11
C 1.109 -1.244 4.011 0.174 -0.320 0.111 -1.12
C 1.733 0.504 1.591 0.307 -0.315 0.378 -1.59
H -0.709 1.446 4.732 -0.098 -0.082 -0.231 0.23
H -1.397 0.647 3.277 0.164 0.152 0.095 0.23
H -0.623 2.249 3.155 -0.137 -0.073 0.058 0.23
H 2.091 1.604 5.445 0.042 -0.072 -0.240 0.23
H 3.376 1.090 4.323 -0.260 0.091 0.009 0.23
H 2.430 2.550 3.986 0.002 -0.184 0.080 0.23
H 0.334 -1.858 3.538 0.103 0.131 0.097 0.23
H 2.073 -1.738 3.829 -0.125 0.115 -0.063 0.23
H 0.960 -1.281 5.094 -0.135 0.048 -0.022 0.23
H 2.347 1.416 1.523 -0.253 0.025 -0.335 0.24
H 2.503 -0.303 1.528 -0.435 0.291 0.132 0.23
```
Forces are in eV/Å.

Calculated values
**Molar mass**: 381.7 g/mol
**DFT total energy**: -2970.791843 Ha
**HOMO-LUMO gap**: 9.63 eV
**E_HOMO**: -0.3297 hartree